1.
Entry from OMol25: a molecular structure, C30H33N6O6Pb (the ωB97M-V functional and the def2-TZVPD basis).

Geometry as XYZ:
```
76
Properties=species:S:1:pos:R:3:forces:R:3:lowdin_charge:R:1
Pb 0.439 0.283 0.168 -0.9 0.5 0.3 1.411
O 0.065 -5.876 -4.073 -0.5 -0.6 0.3 -0.031
C 0.740 -4.882 -4.337 0.0 0.6 0.7 -0.708
O 1.416 -4.590 -5.324 0.4 0.3 -0.6 -0.036
C 0.758 -3.778 -3.197 0.1 -0.3 -0.3 -0.064
C 0.118 -3.972 -1.984 0.0 0.2 -0.1 0.058
C 0.143 -2.960 -1.026 0.1 -0.3 -0.6 -0.195
N 0.796 -1.815 -1.227 0.3 -0.3 -0.1 0.058
C 1.513 -1.662 -2.345 -0.5 -0.8 -0.4 -0.205
C 1.488 -2.611 -3.363 -0.1 0.1 0.2 0.058
C 2.398 -0.495 -2.404 0.5 0.4 -0.2 -0.210
C 3.188 -0.207 -3.519 0.0 0.1 0.0 0.000
C 4.104 0.827 -3.455 -0.1 0.0 0.3 -0.054
C 4.200 1.567 -2.286 0.0 -0.1 -0.1 -0.054
C 3.352 1.238 -1.240 0.4 0.0 -0.1 -0.167
N 2.485 0.240 -1.290 0.4 -0.2 -0.4 0.002
C -0.473 -3.167 0.296 -0.3 -0.2 0.5 -0.224
C -1.514 -4.076 0.495 0.0 0.1 0.1 0.003
C -1.999 -4.263 1.777 0.1 0.2 0.0 -0.067
C -1.459 -3.521 2.818 0.0 -0.1 -0.1 -0.072
C -0.421 -2.655 2.522 -0.2 -0.1 0.3 -0.146
N 0.069 -2.495 1.309 0.4 -0.1 -0.2 0.066
H -0.369 -4.921 -1.816 0.0 0.0 0.0 0.114
H 2.032 -2.506 -4.288 0.1 0.0 -0.1 0.107
H 3.087 -0.769 -4.433 0.0 -0.1 0.0 0.112
H 4.736 1.046 -4.304 0.0 0.0 0.0 0.110
H 4.897 2.386 -2.199 0.0 0.0 0.1 0.104
H 3.382 1.775 -0.303 0.0 0.2 0.1 0.101
H -1.938 -4.625 -0.330 0.0 0.0 -0.1 0.113
H -2.801 -4.963 1.959 -0.1 0.0 0.0 0.107
H -1.835 -3.611 3.826 0.0 0.0 0.1 0.102
H 0.047 -2.061 3.297 -0.1 0.0 0.1 0.098
O -1.413 2.727 1.099 0.0 -0.2 -0.1 -0.037
C -2.627 2.644 1.120 -0.3 0.5 0.1 -0.212
C -3.452 1.513 1.471 0.1 -0.5 0.0 -0.111
C -4.757 1.797 1.845 -0.3 0.0 0.1 0.039
C -5.605 0.828 2.359 1.2 -0.1 -0.4 -0.192
C -5.143 -0.502 2.482 -0.2 0.2 0.0 -0.003
C -3.899 -0.825 2.062 0.0 0.0 0.1 0.004
C -2.979 0.138 1.504 -0.4 0.0 0.1 -0.364
O -1.878 -0.259 1.074 -0.1 0.1 -0.1 -0.176
N -6.901 1.171 2.768 -0.9 0.3 0.3 -0.383
O -7.293 2.320 2.576 -0.1 -0.1 0.1 0.028
O -7.594 0.313 3.307 0.0 0.0 0.0 0.031
H -3.229 3.559 0.904 0.1 -0.1 0.0 0.128
H -5.123 2.813 1.778 0.0 0.0 0.0 0.120
H -5.816 -1.234 2.901 0.0 -0.1 0.0 0.112
H -3.534 -1.839 2.123 0.0 -0.1 0.0 0.090
N 2.763 -0.569 1.739 0.2 0.0 -0.1 -0.050
C 2.773 -0.312 3.163 0.4 0.2 0.3 -0.288
C 2.803 1.186 3.490 -0.4 -0.3 0.0 -0.195
C 1.489 1.921 3.205 0.3 0.2 0.2 -0.277
N 1.337 2.255 1.796 0.2 0.5 -0.1 -0.087
H 2.395 -1.485 1.527 0.0 -0.1 -0.1 0.040
H 3.670 -0.458 1.306 0.1 -0.1 0.1 0.070
H 3.629 -0.791 3.671 -0.2 0.0 0.0 0.104
H 1.863 -0.738 3.587 0.0 0.0 0.0 0.092
H 3.604 1.662 2.922 0.2 0.1 0.0 0.104
H 3.036 1.295 4.553 0.1 0.0 0.0 0.103
H 1.454 2.824 3.840 -0.1 -0.2 -0.1 0.108
H 0.644 1.292 3.491 0.0 0.0 0.0 0.112
H 2.084 2.866 1.484 -0.1 0.1 0.1 0.075
H 0.446 2.717 1.638 0.1 0.1 0.0 0.022
C 0.100 4.078 -1.727 0.3 -0.2 0.0 -0.095
C 0.696 2.751 -2.196 -0.2 0.0 -0.1 -0.536
C 0.951 2.790 -3.707 0.2 0.0 0.3 -0.090
C -0.207 1.575 -1.800 0.3 0.1 0.0 -0.287
H 0.801 4.903 -1.861 0.1 0.1 0.0 0.068
H -0.158 4.010 -0.673 -0.1 0.1 0.1 0.051
H -0.804 4.305 -2.289 -0.2 0.0 0.0 0.077
H 1.677 2.653 -1.713 -0.1 0.2 -0.1 0.071
H 0.028 3.014 -4.240 -0.1 0.0 -0.1 0.077
H 1.320 1.827 -4.055 0.0 0.0 -0.1 0.055
H 1.688 3.551 -3.969 0.1 0.1 -0.1 0.069
H -0.268 0.872 -2.630 0.0 -0.3 -0.1 0.021
H -1.214 1.959 -1.648 -0.3 -0.1 0.2 0.021
```
Forces are in eV/Å.

Frontier orbital gap, eV: 6.10
E, eV: -58118.7224
Net charge: -1
Spin multiplicity: 1
Energy relative to the best compared isomer or geometry (same formula, charge and spin), eV: 1.396
HOMO, eV: -4.3
Strongest force on any atom, Eh/bohr: 0.0250
E_LUMO, eV: 1.81

2.
Entry from OMol25: 4 unconnected molecules or ions with the total composition C31H66N2O13P2 (the ωB97M-V functional and the def2-TZVPD basis).

Geometry as XYZ:
```
114
Properties=species:S:1:pos:R:3:forces:R:3:lowdin_charge:R:1
C -2.275 2.637 5.989 -0.1 0.0 0.0 0.022
C -2.931 3.845 5.393 -0.1 -0.2 -0.2 -0.525
O -3.225 4.844 5.976 0.1 0.2 0.1 0.138
O -3.164 3.695 4.045 0.5 -0.3 0.1 -0.042
C -2.463 4.641 3.223 -0.1 0.2 0.1 -0.183
C -2.582 4.176 1.781 0.2 0.0 0.1 -0.171
C -1.470 3.202 1.385 -0.3 -0.2 0.0 -0.188
C -1.394 2.914 -0.120 0.1 -0.1 -0.1 -0.159
C -0.260 3.543 -0.945 0.1 0.7 -0.1 -0.354
P -0.199 2.638 -2.608 -0.1 -0.3 0.0 0.589
N -1.325 1.632 -2.926 0.2 0.3 0.4 -0.116
O 1.239 1.954 -2.828 0.0 0.0 -0.2 -0.143
O -0.105 3.843 -3.684 0.1 -0.1 0.1 -0.142
C -0.440 5.028 -1.333 -0.3 -0.2 0.3 -0.058
C 0.977 5.445 -1.676 0.1 0.0 -0.2 -0.489
O 1.380 6.489 -2.082 -0.1 -0.1 -0.1 0.155
O 1.820 4.376 -1.438 -0.1 0.2 0.4 -0.057
C 1.178 3.633 -0.331 0.0 0.0 -0.5 -0.459
C 1.800 2.251 -0.069 -0.1 0.1 -0.1 -0.204
C 3.313 2.126 -0.299 0.1 -0.1 0.1 -0.177
C 3.759 0.854 -1.034 0.0 0.0 -0.1 -0.173
C 3.006 -0.432 -0.705 0.3 0.2 0.2 -0.171
N 2.945 -0.697 0.758 -0.4 -0.3 0.0 -0.120
C 1.575 -0.989 1.201 0.0 -0.1 -0.1 -0.071
C 3.805 -1.807 1.090 0.2 0.6 -0.1 -0.499
C 5.180 -1.396 1.534 0.0 -0.1 -0.1 0.011
O 3.449 -2.949 1.005 -0.1 -0.3 0.3 0.112
P 1.598 4.598 1.296 -0.2 -0.4 0.3 0.997
C 3.153 5.429 0.796 0.1 0.0 0.1 -0.261
C 0.557 6.098 1.532 0.0 0.2 -0.2 -0.277
H -2.276 2.702 7.072 0.0 0.0 0.0 0.080
H -1.246 2.586 5.626 0.0 0.0 0.0 0.095
H -2.768 1.727 5.649 0.0 0.0 0.0 0.095
H -1.411 4.655 3.534 0.0 0.1 0.0 0.124
H -2.870 5.642 3.378 -0.1 0.0 0.0 0.128
H -2.614 5.042 1.115 0.0 0.0 0.0 0.109
H -3.535 3.649 1.706 -0.1 0.2 -0.2 0.126
H -1.697 2.256 1.882 0.1 0.0 0.1 0.122
H -0.513 3.520 1.800 0.0 0.0 -0.1 0.043
H -1.341 1.831 -0.252 0.1 0.0 0.0 0.098
H -2.338 3.210 -0.589 0.0 0.0 0.0 0.125
H -1.966 1.462 -2.166 -0.2 -0.1 -0.2 -0.013
H 1.927 2.612 -2.997 0.0 0.1 0.1 0.087
H -0.230 3.469 -4.566 -0.1 0.1 -0.1 0.096
H -1.120 5.206 -2.161 0.1 0.0 -0.1 0.130
H -0.829 5.603 -0.501 0.1 0.1 0.2 0.104
H 1.266 1.512 -0.660 0.1 0.0 0.0 0.078
H 1.576 2.036 0.977 0.0 -0.1 0.0 0.088
H 3.678 2.985 -0.862 0.0 0.0 -0.1 0.096
H 3.821 2.156 0.667 0.0 0.0 0.0 0.112
H 4.818 0.698 -0.809 0.0 0.0 -0.1 0.102
H 3.693 1.002 -2.116 0.0 0.0 0.0 0.106
H 1.989 -0.409 -1.098 0.0 0.0 0.0 0.114
H 3.507 -1.257 -1.220 -0.1 0.0 0.0 0.128
H 0.935 -0.143 0.956 0.0 0.0 0.0 0.064
H 1.563 -1.117 2.284 0.0 0.0 0.0 0.092
H 1.167 -1.894 0.741 0.0 0.0 0.0 0.090
H 5.108 -0.613 2.287 0.0 0.0 0.0 0.086
H 5.714 -0.979 0.677 0.0 0.0 0.0 0.081
H 5.723 -2.260 1.908 0.0 0.0 0.0 0.083
H 2.995 6.314 0.180 0.0 0.0 -0.1 0.044
H 3.642 5.720 1.727 0.0 0.1 0.0 0.042
H 3.810 4.743 0.268 0.0 0.0 0.1 0.028
H 0.810 6.465 2.529 0.0 0.0 0.0 0.046
H 0.752 6.899 0.818 0.0 0.0 -0.1 0.048
H -0.507 5.881 1.530 -0.1 -0.1 0.1 0.007
C -3.487 -2.901 -6.816 0.0 0.0 0.0 -0.114
O -3.400 -3.291 -5.461 0.0 0.0 0.0 -0.184
C -2.209 -3.998 -5.148 -0.1 0.0 0.0 -0.202
C -1.181 -3.111 -4.481 0.1 0.0 0.0 -0.205
O -0.703 -2.099 -5.347 -0.1 0.0 0.0 -0.193
C -1.285 -0.825 -5.105 0.0 -0.1 -0.1 -0.117
H -4.338 -2.229 -6.906 0.0 0.0 0.0 0.088
H -2.583 -2.381 -7.145 0.0 0.0 0.0 0.084
H -3.653 -3.768 -7.467 0.0 0.0 0.0 0.080
H -1.782 -4.444 -6.050 0.0 0.0 0.0 0.111
H -2.475 -4.812 -4.469 0.0 0.0 0.0 0.121
H -0.327 -3.730 -4.188 0.0 0.0 0.0 0.126
H -1.606 -2.668 -3.573 0.0 0.0 0.0 0.127
H -0.936 -0.387 -4.170 0.0 -0.1 0.0 0.044
H -2.377 -0.882 -5.086 0.0 0.0 0.0 0.084
H -0.982 -0.178 -5.929 0.0 0.0 0.0 0.086
C -1.916 -7.062 -7.192 0.0 0.0 0.0 -0.114
O -1.872 -7.252 -5.791 0.0 -0.1 0.0 -0.204
C -2.923 -8.064 -5.294 0.0 0.1 0.0 -0.204
C -2.462 -9.478 -5.015 0.0 -0.1 0.0 -0.207
O -2.088 -10.158 -6.201 0.0 0.0 0.0 -0.189
C -0.690 -10.221 -6.405 0.0 0.0 0.0 -0.112
H -0.983 -6.583 -7.483 0.0 0.0 0.0 0.092
H -2.013 -8.012 -7.724 0.0 0.0 0.0 0.086
H -2.751 -6.410 -7.473 0.0 0.0 0.0 0.083
H -3.760 -8.078 -5.999 0.0 0.0 0.0 0.129
H -3.276 -7.616 -4.360 0.0 0.0 0.0 0.125
H -3.286 -10.034 -4.558 0.0 0.0 0.0 0.125
H -1.629 -9.460 -4.305 0.0 0.0 0.0 0.127
H -0.219 -10.905 -5.689 0.0 0.0 0.0 0.088
H -0.223 -9.237 -6.315 0.0 0.0 0.0 0.083
H -0.529 -10.603 -7.411 0.0 0.0 0.0 0.089
C 2.017 -1.204 8.959 0.0 0.0 0.0 -0.111
O 1.968 0.018 9.669 -0.1 0.0 0.0 -0.188
C 2.063 1.164 8.844 0.1 0.0 0.0 -0.207
C 0.713 1.804 8.607 0.0 0.0 -0.1 -0.205
O -0.149 0.962 7.859 0.0 0.0 0.0 -0.211
C -1.113 0.291 8.649 0.0 0.0 0.0 -0.112
H 1.765 -1.996 9.663 0.0 0.0 0.0 0.090
H 1.303 -1.219 8.132 0.0 0.0 0.0 0.083
H 3.022 -1.390 8.565 0.0 0.0 0.0 0.089
H 2.523 0.908 7.884 0.0 0.0 0.0 0.127
H 2.712 1.886 9.349 0.0 0.0 0.0 0.126
H 0.854 2.727 8.036 0.0 0.0 0.0 0.125
H 0.253 2.067 9.565 0.0 0.0 0.0 0.129
H -1.877 0.986 9.015 0.0 0.0 0.0 0.086
H -0.653 -0.211 9.504 0.0 0.0 0.0 0.085
H -1.591 -0.453 8.013 0.0 0.0 0.0 0.091
```
Forces are in eV/Å.

Frontier orbital gap, eV: 9.10
E, eV: -81389.9684
Structure (SMILES): CC(=O)OCCCC[C@@]1(P(=N)(O)O)CC(=O)O[C@@]1(CCCCN(C)C(C)=O)P(C)C.COCCOC.COCCOC.COCCOC
Spin multiplicity: 1
HOMO, eV: -8.8
Strongest force on any atom, Eh/bohr: 0.0130
E_LUMO, eV: 0.31

3.
Entry from OMol25: CH4BBr in the gas phase (the ωB97M-V functional and the def2-TZVPD basis).

Geometry as XYZ:
```
7
Properties=species:S:1:pos:R:3:forces:R:3:nbo_charge:R:1
B 0.109 -0.781 0.000 1.0 -0.2 -2.8 0.169
C -0.175 0.812 -0.078 0.2 0.8 -0.9 -0.654
Br -2.055 0.024 0.015 0.4 0.4 -0.2 0.096
H 0.121 -1.286 1.004 0.1 -0.5 1.8 -0.069
H -0.109 1.443 -1.005 -0.2 -1.4 0.2 0.232
H -0.033 1.666 0.639 -0.3 -1.7 0.4 0.246
H 0.533 -1.709 -0.973 -1.2 2.5 1.6 -0.020
```
Forces are in eV/Å.

Frontier orbital gap, eV: 10.91
E, eV: -71818.8576
Spin multiplicity: 1
Energy relative to the best compared isomer or geometry (same formula, charge and spin), eV: 2.468
HOMO, eV: -10.6
Strongest force on any atom, Eh/bohr: 0.0626
E_LUMO, eV: 0.31

4.
Entry from OMol25: C5H9N in the gas phase (the ωB97M-V functional and the def2-TZVPD basis).

Geometry as XYZ:
```
15
Properties=species:S:1:pos:R:3:forces:R:3:nbo_charge:R:1
C -0.922 -0.280 -1.296 -0.1 0.0 0.0 -0.605
C -0.010 -0.570 -0.097 0.0 0.0 0.0 -0.202
C 1.420 -0.051 -0.364 0.0 0.0 0.0 -0.625
C -0.634 -0.023 1.229 0.0 0.0 0.0 -0.515
C -0.076 1.276 1.610 0.5 0.9 0.2 0.292
N 0.468 2.270 1.843 -0.7 -0.8 -0.1 -0.339
H -1.979 -0.426 -1.050 0.1 0.0 0.0 0.204
H -0.681 -0.950 -2.130 0.0 0.2 0.1 0.216
H -0.794 0.749 -1.652 -0.1 -0.1 0.1 0.211
H 0.032 -1.658 0.030 0.0 0.2 0.0 0.206
H 1.579 0.118 -1.433 0.0 -0.2 0.1 0.214
H 2.195 -0.737 -0.011 -0.1 0.0 0.0 0.215
H 1.592 0.911 0.126 0.0 -0.1 -0.1 0.230
H -0.470 -0.710 2.067 0.1 0.1 -0.2 0.251
H -1.721 0.081 1.129 0.2 0.0 0.0 0.247
```
Forces are in eV/Å.

Frontier orbital gap, eV: 12.33
E, eV: -6820.6857
Structure (SMILES): CC(C)CC#N
Spin multiplicity: 1
Energy relative to the best compared isomer or geometry (same formula, charge and spin), eV: 0.309
HOMO, eV: -11.5
Strongest force on any atom, Eh/bohr: 0.0212
E_LUMO, eV: 0.88

Look up the E of the first one. -58118.7224 eV

Which of these has the highest strongest force on any atom? CH4BBr

Number 4 is which compound? C5H9N